Formula: C46H121N7O14
Source: the Open Molecules 2025 dataset
Level of theory: ωB97M-V/def2-TZVPD

Values from the calculation:
spin multiplicity = 1
max |F| = 1.51 eV/A
energy relative to the best compared isomer or geometry (same formula, charge and spin) = 0.00 kJ/mol
HOMO energy = -8.73 eV
energy = -88755.6118 eV
gap between HOMO and LUMO = 9.160 eV

Cartesian coordinates (Å):
C 17.612 -24.320 -17.612
C 16.131 -24.032 -17.474
C 15.799 -22.625 -17.913
O 15.352 -24.915 -18.300
H 17.915 -24.205 -18.652
H 17.863 -25.270 -17.146
H 18.118 -23.543 -17.030
H 15.805 -24.187 -16.436
H 16.287 -21.889 -17.278
H 14.728 -22.431 -17.937
H 16.144 -22.502 -18.945
H 15.620 -25.824 -18.069
C 17.997 -20.297 -21.485
C 18.368 -21.117 -22.712
C 17.147 -21.645 -23.424
O 19.060 -20.292 -23.661
H 17.196 -19.584 -21.675
H 18.859 -19.701 -21.158
H 17.764 -20.930 -20.624
H 19.027 -21.921 -22.367
H 17.389 -21.965 -24.435
H 16.323 -20.932 -23.410
H 16.778 -22.524 -22.883
H 19.705 -19.745 -23.201
C 15.323 -21.950 -14.278
C 13.878 -21.521 -14.109
C 13.758 -20.278 -13.258
O 13.414 -21.143 -15.430
H 15.805 -21.241 -14.946
H 15.368 -22.968 -14.662
H 15.832 -21.956 -13.307
H 13.254 -22.333 -13.730
H 13.966 -20.498 -12.207
H 12.749 -19.867 -13.308
H 14.444 -19.516 -13.625
H 12.825 -21.836 -15.789
C 20.183 -22.917 -19.834
C 21.506 -22.989 -20.582
C 21.605 -24.235 -21.453
O 21.589 -21.802 -21.371
H 19.371 -23.325 -20.447
H 19.912 -21.895 -19.578
H 20.236 -23.547 -18.943
H 22.326 -23.023 -19.851
H 21.728 -25.135 -20.850
H 22.512 -24.158 -22.067
H 20.779 -24.292 -22.163
H 22.424 -21.786 -21.847
C 17.343 -25.284 -21.809
C 15.854 -25.005 -22.096
C 15.060 -26.281 -21.969
O 15.391 -27.113 -23.054
C 14.768 -28.367 -22.997
N 15.294 -24.020 -21.190
H 17.536 -25.380 -20.738
H 17.976 -24.458 -22.159
H 17.685 -26.153 -22.380
H 15.812 -24.622 -23.120
H 13.984 -26.069 -21.934
H 15.369 -26.747 -21.015
H 13.677 -28.284 -23.063
H 15.035 -28.928 -22.092
H 15.140 -28.951 -23.841
H 15.933 -23.257 -20.995
H 15.161 -24.453 -20.276
C 16.117 -29.868 -18.201
C 15.745 -28.402 -18.455
C 14.269 -28.245 -18.772
O 13.987 -28.854 -19.998
C 12.638 -29.180 -20.179
N 16.134 -27.489 -17.367
H 17.202 -29.975 -18.190
H 15.658 -30.485 -18.974
H 15.739 -30.229 -17.239
H 16.312 -28.094 -19.342
H 13.999 -27.175 -18.777
H 13.659 -28.665 -17.952
H 12.187 -29.613 -19.276
H 12.585 -29.914 -20.981
H 12.035 -28.299 -20.441
H 17.159 -27.482 -17.317
H 15.758 -27.844 -16.494
C 14.620 -17.661 -16.499
C 15.366 -18.627 -17.399
C 14.547 -18.899 -18.654
O 15.296 -19.674 -19.545
C 14.539 -20.136 -20.643
N 16.708 -18.077 -17.706
H 13.552 -17.884 -16.492
H 14.750 -16.636 -16.860
H 15.003 -17.681 -15.482
H 15.557 -19.569 -16.883
H 14.208 -17.950 -19.099
H 13.656 -19.457 -18.311
H 15.047 -20.996 -21.074
H 14.431 -19.341 -21.391
H 13.541 -20.447 -20.315
H 16.594 -17.208 -18.223
H 17.164 -18.715 -18.350
C 19.684 -21.619 -12.627
C 20.480 -21.816 -13.899
C 19.727 -22.715 -14.872
O 20.440 -23.032 -16.059
C 21.652 -23.727 -15.867
N 20.783 -20.502 -14.512
H 20.352 -21.211 -11.869
H 19.253 -22.557 -12.272
H 18.864 -20.915 -12.784
H 21.446 -22.285 -13.705
H 18.782 -22.285 -15.205
H 19.518 -23.670 -14.354
H 21.504 -24.592 -15.205
H 22.426 -23.072 -15.462
H 21.959 -24.100 -16.843
H 19.942 -19.932 -14.504
H 20.997 -20.624 -15.498
C 8.320 -21.282 -14.116
O 9.057 -21.879 -15.150
C 10.125 -21.080 -15.579
C 10.654 -21.635 -16.887
N 11.422 -22.852 -16.683
C 11.833 -23.469 -17.943
C 12.178 -24.930 -17.754
O 11.016 -25.591 -17.277
C 11.067 -26.995 -17.348
H 8.951 -21.099 -13.234
H 7.564 -21.992 -13.777
H 7.826 -20.368 -14.455
H 10.940 -21.050 -14.844
H 9.821 -20.035 -15.747
H 11.238 -20.879 -17.414
H 9.772 -21.849 -17.516
H 10.850 -23.540 -16.205
H 12.681 -22.960 -18.404
H 10.988 -23.444 -18.649
H 13.065 -25.091 -17.136
H 12.382 -25.320 -18.763
H 11.377 -27.432 -16.394
H 11.748 -27.331 -18.141
H 10.076 -27.359 -17.623
C 17.484 -25.533 -12.867
O 17.904 -25.026 -11.628
C 17.576 -25.845 -10.524
C 16.083 -26.071 -10.374
N 15.413 -24.789 -10.434
C 13.995 -24.793 -10.650
C 13.450 -25.498 -11.895
O 13.930 -24.815 -13.036
C 13.390 -25.401 -14.212
H 18.035 -26.454 -13.101
H 17.728 -24.818 -13.653
H 16.402 -25.694 -12.925
H 17.999 -25.383 -9.635
H 18.100 -26.807 -10.653
H 15.882 -26.551 -9.409
H 15.746 -26.802 -11.126
H 15.878 -24.213 -11.127
H 13.567 -23.787 -10.607
H 13.479 -25.279 -9.803
H 12.357 -25.489 -11.834
H 13.845 -26.523 -11.926
H 12.296 -25.444 -14.218
H 13.752 -26.439 -14.279
H 13.758 -24.838 -15.067
C 19.276 -28.157 -20.996
O 19.896 -27.904 -19.756
C 19.438 -26.704 -19.168
C 19.962 -26.646 -17.758
N 19.141 -27.515 -16.878
C 19.440 -27.347 -15.457
C 20.632 -28.142 -14.970
O 20.440 -29.490 -15.349
C 21.541 -30.309 -15.018
H 19.637 -27.448 -21.751
H 18.185 -28.102 -20.914
H 19.552 -29.159 -21.320
H 18.339 -26.658 -19.186
H 19.780 -25.829 -19.746
H 19.971 -25.625 -17.377
H 21.003 -26.999 -17.801
H 19.432 -28.458 -17.129
H 18.530 -27.706 -14.959
H 19.529 -26.305 -15.142
H 20.726 -28.046 -13.879
H 21.562 -27.781 -15.435
H 21.586 -30.458 -13.934
H 22.486 -29.852 -15.341
H 21.426 -31.251 -15.546